16
Properties=species:S:1:pos:R:3:forces:R:3:nbo_charge:R:1 method="wB97M-V/def2-TZVPD" gap_ha=0.3191 smiles=CCCSSC relative_energy_kj_mol=43.5 homo_energy_ev=-7.953
C -0.9347 0.7571 -2.4096 0.126 -0.928 0.067 -0.612
C -1.2642 0.8296 -0.9344 0.604 0.959 0.485 -0.405
C -0.0569 1.1517 -0.0271 -0.472 -1.208 -0.599 -0.500
S 1.0418 -0.3211 0.1013 -0.062 0.224 0.413 0.039
S 1.3948 -0.2302 2.1603 0.346 -0.074 0.004 0.066
C 1.4341 -2.0085 2.5101 0.018 0.168 -0.295 -0.740
H -0.2548 -0.0836 -2.5925 0.055 0.115 0.019 0.206
H -1.8113 0.5445 -3.0209 -0.077 0.246 0.017 0.215
H -0.4373 1.6502 -2.7515 0.041 0.414 -0.201 0.205
H -2.0028 1.6076 -0.7197 -0.116 -0.059 -0.215 0.202
H -1.6371 -0.0988 -0.5577 -0.585 -0.658 0.031 0.208
H 0.5629 1.9224 -0.4455 0.041 0.707 0.129 0.211
H -0.4448 1.3521 0.9676 0.345 0.264 0.080 0.233
H 0.4183 -2.3880 2.4703 0.073 -0.293 0.036 0.219
H 2.0824 -2.4829 1.7821 -0.133 -0.173 -0.231 0.223
H 1.9097 -2.2022 3.4671 -0.203 0.297 0.261 0.231

---

20
Properties=species:S:1:pos:R:3:forces:R:3:nbo_charge:R:1 method="wB97M-V/def2-TZVPD" gap_ha=0.3656 smiles="CON[C@]1(C#N)C=CN=CC1" relative_energy_kj_mol=432.1 homo_energy_ev=-9.460
C 1.5144 -1.4200 -0.4111 0.971 1.444 2.471 -0.257
O 0.5370 -1.3909 0.6337 0.203 0.442 -0.665 -0.406
N -0.7457 -1.3834 0.0628 -0.423 2.088 -0.717 -0.307
C -1.4135 0.0833 0.0566 0.615 -2.994 -1.184 -0.067
C -2.8162 -0.2130 -0.1401 -0.663 -0.908 1.620 0.279
N -3.8914 -0.5998 -0.0498 -0.449 0.127 -0.475 -0.288
C -1.0388 0.7235 -1.2364 1.256 0.391 0.619 -0.231
C -0.0524 1.6111 -1.2129 -0.136 0.225 -0.264 -0.014
N 0.6747 2.0333 -0.0644 -1.027 -0.110 -0.670 -0.453
C 0.1121 1.7784 1.0454 1.933 0.423 1.021 0.170
C -1.1656 0.9407 1.2365 1.999 2.139 0.549 -0.497
H 2.0849 -0.5088 -0.4779 -0.585 1.110 -0.377 0.178
H 1.1969 -1.7780 -1.3076 -1.503 -0.675 -2.480 0.193
H 2.3016 -2.0314 -0.1183 1.162 -1.866 0.991 0.181
H -1.2513 -1.9763 0.6759 -0.899 -0.402 0.768 0.352
H -1.5758 0.3740 -2.0970 0.090 0.215 -0.412 0.237
H 0.1900 2.1830 -2.0813 0.366 0.036 -0.592 0.203
H 0.6838 2.3685 1.8474 -1.404 -1.511 -0.247 0.206
H -1.1693 0.4859 2.2305 -0.297 -0.049 -0.357 0.260
H -1.8050 1.8139 1.1694 -1.211 -0.125 0.402 0.259

---

10
Properties=species:S:1:pos:R:3:forces:R:3:nbo_charge:R:1 method="wB97M-V/def2-TZVPD" gap_ha=0.3428 smiles=CC(I)(C#N)C#N relative_energy_kj_mol=100.1 homo_energy_ev=-10.575
C 1.3732 0.1342 0.1300 -3.121 -2.416 3.084 -0.513
C -0.4012 -0.2421 0.0771 3.199 -0.450 -1.275 -0.330
I -0.7030 -2.4248 0.3307 0.251 0.823 0.108 0.210
C -1.2956 0.4709 0.9034 -1.086 0.987 2.606 0.212
N -2.0249 0.9886 1.6397 0.757 -0.393 -0.883 -0.235
C -0.8278 0.0472 -1.2773 -0.089 0.328 -2.501 0.223
N -1.1141 0.3001 -2.3774 0.440 -0.418 1.855 -0.258
H 1.7514 -0.6041 -0.5863 0.340 0.344 0.720 0.238
H 1.5253 1.1181 -0.0870 -0.083 2.669 -1.720 0.214
H 1.7166 0.2119 1.2471 -0.610 -1.475 -1.994 0.240

---

66
Properties=species:S:1:pos:R:3:forces:R:3:nbo_charge:R:1 method="wB97M-V/def2-TZVPD" charge=+1 gap_ha="0.2618 / 0.2592" relative_energy_kj_mol=172.8 homo_energy_ev="-11.007 / -11.071" s_squared=0.77 spin_multiplicity=2
V -0.2822 0.2063 -0.1476 -3.588 -0.761 -2.005 1.505
C -1.3200 -3.6966 -1.3258 -0.026 0.206 -0.198 -0.694
C -1.3109 -2.2132 -1.1674 1.072 -0.532 -0.135 0.396
N -0.2172 -1.5248 -0.9992 -0.979 -1.958 -1.561 -0.315
N 0.9458 -2.2260 -0.9193 0.730 -1.417 0.711 -0.455
C 2.1257 -1.8174 -1.4534 0.341 0.436 -0.714 0.270
N 3.2167 -2.5422 -1.1139 -0.370 -0.296 0.213 -0.785
S 2.2428 -0.5410 -2.4916 0.089 -0.110 -0.434 -0.170
C -2.5273 -1.4351 -1.0944 -1.069 0.355 -0.037 0.114
C -3.7834 -1.8864 -1.5205 0.670 0.016 0.124 -0.178
C -4.8642 -1.0309 -1.4547 0.059 0.396 0.096 -0.144
C -4.6723 0.2525 -0.9586 0.092 -0.465 -0.126 -0.197
C -3.3992 0.6209 -0.5536 -0.100 0.404 0.137 0.078
N -2.3495 -0.1894 -0.6118 -0.728 -0.307 -0.504 -0.412
H -1.2993 -4.1609 -0.3355 0.025 0.060 0.040 0.276
H -0.4602 -4.0405 -1.8985 0.015 0.038 0.018 0.251
H -2.2222 -4.0230 -1.8286 -0.053 -0.086 -0.017 0.245
H 0.9343 -3.0221 -0.2792 -0.169 0.422 -0.023 0.419
H 3.1369 -3.4341 -0.6520 0.049 -0.001 0.023 0.394
H 4.0636 -2.3512 -1.6231 -0.104 0.000 -0.029 0.431
H -3.9095 -2.8780 -1.9230 0.039 -0.076 0.019 0.235
H -5.8308 -1.3553 -1.8034 -0.138 -0.023 0.005 0.242
H -5.4880 0.9553 -0.8967 -0.008 0.075 0.041 0.246
H -3.2207 1.6215 -0.1760 0.065 -0.080 -0.046 0.226
N -2.3271 0.6668 2.6067 -0.250 0.062 0.063 -0.586
C -1.7155 1.7319 2.0095 0.571 0.483 -0.394 0.481
N -1.6895 2.9904 2.4368 -0.792 -0.683 0.649 -0.324
N -0.8798 3.6186 1.6153 0.491 0.562 -0.427 -0.047
N -0.4276 2.8183 0.7162 -0.072 0.746 -0.096 -0.165
N -0.9490 1.6094 0.9086 -1.717 1.371 2.203 -0.455
C -1.7585 -0.5662 2.4058 0.528 -0.880 -0.257 0.467
N -1.8663 -1.6253 3.1936 -0.679 1.015 0.316 -0.330
N -1.1289 -2.5563 2.6190 0.344 -0.750 0.011 -0.059
N -0.5901 -2.1172 1.5431 0.372 -0.826 -0.110 -0.175
N -0.9686 -0.8494 1.3530 -0.570 -0.262 1.872 -0.470
H -2.7773 0.8177 3.4992 0.043 0.053 -0.084 0.445
C 3.2189 -1.3023 1.9038 -0.040 0.084 0.057 -0.653
C 2.2561 -0.6449 2.8213 0.141 0.098 -0.126 0.360
N 1.5821 0.4561 2.5722 0.345 -0.308 -0.020 -0.535
C 0.8914 0.7359 3.7220 0.086 -0.094 0.393 -0.121
C 1.1578 -0.2071 4.6665 -0.297 0.286 0.118 -0.068
N 2.0286 -1.0796 4.0812 0.066 -0.166 -0.002 -0.508
H 3.1418 -0.8411 0.9211 0.024 -0.114 0.041 0.232
H 3.0139 -2.3693 1.8261 0.021 -0.054 -0.078 0.220
H 4.2378 -1.1770 2.2755 0.053 -0.045 -0.085 0.235
H 0.2770 1.6102 3.8095 -0.172 0.163 0.078 0.217
H 0.8076 -0.3352 5.6685 -0.096 -0.023 0.215 0.231
H 2.4203 -1.9023 4.5124 -0.065 0.080 -0.084 0.427
C 1.6204 3.7765 -1.1867 -0.130 -0.151 0.076 -0.953
As 1.9966 2.3582 0.0796 2.766 3.152 0.068 1.976
C 3.8072 1.8399 -0.4463 -0.344 -0.226 -0.028 -0.993
C 2.3209 3.2327 1.7814 -0.116 -0.176 0.068 -0.931
O 1.1658 0.9224 -0.1228 3.835 0.687 0.107 -0.940
H 2.5134 4.4069 -1.1929 -0.012 -0.137 0.011 0.249
H 0.7588 4.3540 -0.8541 0.104 -0.168 -0.041 0.272
H 1.4544 3.3776 -2.1854 -0.011 -0.041 0.054 0.263
H 4.4751 2.7029 -0.4130 -0.200 0.031 0.108 0.250
H 3.7841 1.4362 -1.4635 -0.012 0.069 0.258 0.269
H 4.1787 1.0708 0.2340 -0.038 0.083 -0.066 0.245
H 3.0250 4.0305 1.5274 -0.045 -0.074 -0.079 0.247
H 2.7748 2.5303 2.4784 -0.049 0.098 -0.179 0.272
H 1.4118 3.6629 2.1985 0.119 -0.098 -0.113 0.275
C -0.6798 1.2497 -1.9580 0.020 -0.208 -0.203 -0.921
H 0.2798 1.3051 -2.4700 -0.069 0.050 0.007 0.214
H -1.0578 2.2524 -1.7635 -0.082 0.020 0.120 0.206
H -1.3703 0.7301 -2.6203 0.018 -0.005 -0.020 0.201

---

134
Properties=species:S:1:pos:R:3:forces:R:3:lowdin_spin:R:1 method="wB97M-V/def2-TZVPD" gap_ha="0.2659 / 0.3071" relative_energy_kj_mol=37.0 homo_energy_ev="-8.429 / -9.551" s_squared=0.75 spin_multiplicity=2
C 1.2498 9.1539 -4.0079 -0.113 -0.905 0.190 0.000
C 1.1912 7.7311 -4.6293 0.215 1.258 0.447 0.000
C 2.5730 7.2002 -4.9297 -0.288 -0.292 -0.957 0.000
Br 3.2689 8.3359 -6.4142 0.037 -0.003 0.128 0.000
C 2.7186 5.7184 -5.3717 -0.169 0.557 0.875 0.001
C 3.2668 4.8608 -4.2052 -0.337 -0.476 -0.921 0.018
C 2.2513 4.0486 -3.3983 0.513 0.150 1.290 0.026
C 1.5729 4.9543 -2.3398 0.193 -0.236 -0.151 0.005
C 3.0371 2.9793 -2.6264 -0.169 0.182 -0.157 -0.001
N 1.2929 3.3505 -4.2763 0.599 0.220 -0.769 0.377
O 1.6976 2.2087 -4.7032 -0.220 0.120 0.201 0.521
C 0.5579 4.1690 -5.2738 -0.888 -0.070 -0.496 0.025
C -0.6461 4.9007 -4.6348 0.126 -0.325 0.275 0.006
C -0.0569 3.2106 -6.3064 0.198 0.587 -0.060 -0.002
C 1.4851 5.1267 -6.0687 0.352 -0.479 0.324 0.018
H 0.4664 9.2410 -3.2628 -0.282 0.223 -0.015 0.000
H 1.1391 9.9280 -4.7524 0.118 0.223 -0.090 0.000
H 2.1808 9.2693 -3.4640 0.266 0.257 -0.019 0.000
H 0.6187 7.8118 -5.5435 -0.265 -0.329 -0.178 0.000
H 0.6678 7.1042 -3.9199 -0.025 -0.372 -0.083 0.000
H 3.2482 7.4145 -4.1172 0.236 0.067 0.233 0.000
H 3.5042 5.7186 -6.1108 0.252 0.040 -0.157 0.001
H 3.8570 5.4704 -3.5333 0.093 0.178 0.259 0.002
H 3.9634 4.1462 -4.6376 0.081 -0.167 -0.110 0.001
H 2.1451 4.8811 -1.4243 0.165 0.002 0.226 0.000
H 1.6137 5.9969 -2.6237 -0.327 0.180 -0.082 0.000
H 0.5622 4.6530 -2.0938 -0.097 -0.025 0.003 0.001
H 2.3274 2.2915 -2.1774 0.072 -0.254 0.131 0.000
H 3.7315 2.4588 -3.2697 -0.090 -0.374 -0.215 0.000
H 3.6344 3.4429 -1.8507 -0.012 0.205 0.237 0.000
H -1.5514 4.3445 -4.8455 -0.193 -0.194 0.036 0.000
H -0.7861 5.8828 -5.0611 0.014 0.261 -0.052 0.000
H -0.5800 4.9744 -3.5568 0.016 0.222 -0.015 0.001
H 0.6918 2.8115 -6.9744 0.174 -0.397 0.023 0.000
H -0.7247 3.8130 -6.9174 -0.225 0.032 -0.088 0.000
H -0.6197 2.4213 -5.8265 -0.071 -0.186 0.047 0.000
H 0.8604 5.9009 -6.4903 -0.090 0.291 -0.118 0.001
H 1.8500 4.5641 -6.9204 0.124 -0.187 -0.128 0.001
C 0.5634 0.7184 0.7637 -0.028 -0.006 0.043 0.000
C -0.3751 0.5363 1.7748 0.035 0.022 -0.028 0.000
C -0.1990 1.1463 3.0051 -0.086 -0.060 -0.058 0.000
C 0.9209 1.9375 3.2320 0.074 0.025 -0.052 0.000
C 1.8706 2.1066 2.2226 -0.017 0.005 0.096 0.000
C 1.6844 1.4992 0.9882 -0.076 -0.080 -0.144 0.000
C 3.0970 2.9194 2.4521 0.142 0.047 -0.171 0.000
O 3.9143 3.0790 1.5687 -0.035 0.010 0.021 0.000
C 3.2925 3.5296 3.7965 -0.074 -0.040 0.056 0.000
C 4.4523 4.2499 4.0519 0.085 0.076 0.061 0.000
C 4.6447 4.8317 5.2931 -0.041 -0.007 0.028 0.000
C 3.6763 4.7029 6.2834 0.028 0.002 -0.037 0.000
C 2.5200 3.9836 6.0360 0.055 0.068 0.089 0.000
C 2.3262 3.3893 4.7954 0.044 -0.010 -0.089 0.000
C 1.0886 2.5980 4.5552 -0.149 -0.074 0.141 0.000
O 0.2400 2.4856 5.4164 0.028 0.056 0.012 0.000
H 0.4213 0.2446 -0.1989 -0.002 -0.008 -0.002 0.000
H -1.2445 -0.0843 1.6019 -0.007 0.001 -0.003 0.000
H -0.9265 1.0091 3.7940 0.042 0.050 0.057 0.000
H 2.4197 1.6381 0.2077 0.073 0.052 0.069 0.000
H 5.2004 4.3490 3.2778 -0.055 -0.045 -0.071 0.000
H 5.5509 5.3882 5.4916 0.002 0.007 0.003 0.000
H 3.8270 5.1629 7.2509 0.006 0.001 0.005 0.000
H 1.7654 3.8768 6.8027 -0.055 -0.063 -0.051 0.000
C -3.9150 1.6518 4.7270 0.015 -0.016 0.051 0.000
C -2.9702 1.8180 5.7352 -0.063 0.034 -0.071 0.000
C -2.9119 0.9185 6.7859 0.062 0.073 -0.043 0.000
C -3.8036 -0.1453 6.8391 -0.087 -0.021 -0.055 0.000
C -4.7660 -0.2992 5.8378 0.034 -0.012 0.091 0.000
C -4.8122 0.5983 4.7782 0.043 0.101 -0.079 0.000
C -5.7572 -1.4084 5.8941 -0.120 -0.047 -0.192 0.000
O -6.5848 -1.5529 5.0160 0.038 -0.011 0.018 0.000
C -5.7022 -2.3393 7.0534 0.063 0.052 0.036 0.000
C -6.6462 -3.3523 7.1507 -0.089 -0.160 0.051 0.000
C -6.5961 -4.2466 8.2051 0.040 0.012 0.035 0.000
C -5.6009 -4.1326 9.1692 -0.025 0.013 -0.038 0.000
C -4.6634 -3.1179 9.0845 -0.040 -0.111 0.061 0.000
C -4.7126 -2.2148 8.0302 -0.043 0.017 -0.074 0.000
C -3.7093 -1.1166 7.9653 0.178 0.003 0.156 0.000
O -2.8399 -1.0140 8.8055 -0.040 0.007 -0.021 0.000
H -3.9521 2.3503 3.9008 -0.002 0.012 0.003 0.000
H -2.2723 2.6426 5.6948 0.037 -0.024 0.005 0.000
H -2.1730 1.0365 7.5660 -0.009 -0.082 0.034 0.000
H -5.5522 0.4678 4.0009 -0.050 -0.074 0.048 0.000
H -7.4165 -3.4394 6.3966 0.028 0.085 -0.052 0.000
H -7.3305 -5.0380 8.2746 0.005 -0.013 0.002 0.000
H -5.5579 -4.8379 9.9884 -0.001 -0.008 0.002 0.000
H -3.8887 -3.0223 9.8323 0.038 0.085 -0.037 0.000
C -0.8587 -9.6864 5.3131 -0.013 0.026 0.034 0.000
C -1.1373 -8.9716 6.4736 0.001 -0.019 -0.044 0.000
C -2.1099 -7.9869 6.4670 0.079 -0.066 0.087 0.000
C -2.8034 -7.7060 5.2965 0.002 -0.036 -0.101 0.000
C -2.5113 -8.4114 4.1271 -0.041 0.078 0.067 0.000
C -1.5427 -9.4071 4.1427 0.096 -0.072 0.045 0.000
C -3.2134 -8.1015 2.8499 0.034 -0.118 -0.196 0.000
O -2.9640 -8.7195 1.8358 -0.003 0.023 0.038 0.000
C -4.2248 -7.0089 2.8530 0.005 0.039 0.095 0.000
C -4.8579 -6.6666 1.6646 -0.084 0.065 -0.086 0.000
C -5.8093 -5.6608 1.6533 -0.001 0.004 0.053 0.000
C -6.1401 -4.9969 2.8304 -0.012 -0.015 -0.051 0.000
C -5.5107 -5.3327 4.0162 -0.072 0.113 -0.020 0.000
C -4.5459 -6.3319 4.0316 0.040 -0.074 -0.067 0.000
C -3.8585 -6.6551 5.3118 -0.057 0.138 0.179 0.000
O -4.1466 -6.0729 6.3372 0.018 -0.020 0.008 0.000
H -0.1029 -10.4604 5.3227 0.006 -0.003 0.003 0.000
H -0.5942 -9.1852 7.3847 0.001 -0.009 0.004 0.000
H -2.3348 -7.4309 7.3665 -0.077 0.051 -0.040 0.000
H -1.3277 -9.9558 3.2365 -0.058 0.056 -0.059 0.000
H -4.6005 -7.1885 0.7536 0.061 -0.069 0.045 0.000
H -6.2972 -5.3926 0.7255 -0.008 0.000 -0.004 0.000
H -6.8869 -4.2138 2.8222 0.011 0.020 0.009 0.000
H -5.7596 -4.8164 4.9336 0.073 -0.035 0.046 0.000
C 4.4724 -4.5864 -10.5772 -0.040 -0.005 0.010 0.000
C 3.1212 -4.8696 -10.4060 0.041 0.019 0.004 0.000
C 2.4157 -4.2895 -9.3662 -0.018 -0.076 -0.108 0.000
C 3.0603 -3.4292 -8.4862 0.108 0.031 0.012 0.000
C 4.4205 -3.1586 -8.6478 -0.100 -0.012 0.037 0.000
C 5.1209 -3.7339 -9.7008 0.021 -0.078 -0.103 0.000
C 5.1425 -2.2690 -7.6951 0.218 0.072 -0.014 0.000
O 6.3232 -2.0282 -7.8420 -0.039 -0.019 0.001 0.000
C 4.3762 -1.6899 -6.5588 -0.091 -0.047 -0.022 0.000
C 5.0374 -0.8957 -5.6303 0.022 0.089 0.099 0.000
C 4.3368 -0.3387 -4.5748 -0.054 -0.024 -0.005 0.000
C 2.9709 -0.5646 -4.4435 0.073 -0.053 0.013 0.000
C 2.3079 -1.3586 -5.3625 -0.010 0.060 0.108 0.000
C 3.0069 -1.9291 -6.4188 0.091 -0.005 -0.037 0.000
C 2.2809 -2.8008 -7.3827 -0.233 -0.023 0.032 0.000
O 1.0881 -2.9976 -7.2739 0.045 -0.006 -0.003 0.000
H 5.0201 -5.0356 -11.3952 0.000 -0.006 -0.004 0.000
H 2.6186 -5.5437 -11.0870 -0.001 0.001 -0.010 0.000
H 1.3642 -4.5010 -9.2306 -0.013 0.067 0.075 0.000
H 6.1716 -3.5127 -9.8258 0.009 0.053 0.086 0.000
H 6.0986 -0.7193 -5.7388 0.007 -0.048 -0.092 0.000
H 4.8553 0.2761 -3.8508 -0.001 0.006 0.008 0.000
H 2.4254 -0.1176 -3.6250 -0.011 0.051 -0.020 0.000
H 1.2467 -1.5399 -5.2653 -0.008 -0.054 -0.078 0.000

---

22
Properties=species:S:1:pos:R:3:forces:R:3:nbo_charge:R:1 method="wB97M-V/def2-TZVPD" charge=-1 gap_ha="0.2113 / 0.2726" homo_energy_ev="-1.888 / -3.918" s_squared=2.05 spin_multiplicity=3
C -0.5651 0.0407 2.9548 0.321 0.331 0.060 -0.292
C 0.2418 -1.1803 3.0264 -1.080 1.690 0.335 -0.249
C -0.7502 0.6547 1.7243 -0.442 -1.159 -1.416 -0.246
C 0.7421 -1.7331 1.8542 -1.776 0.161 -0.583 -0.364
C -0.4133 -0.0674 0.4580 0.779 0.559 2.656 -0.284
C 0.2630 -1.3599 0.5270 0.466 -0.272 0.897 0.436
C -0.4555 0.6238 -0.6615 -0.336 0.515 -4.235 0.233
C -1.0038 1.9244 -1.0927 -0.293 -0.432 -0.487 -0.743
C 1.3342 -0.3428 -2.4854 3.561 0.039 -0.695 -0.490
N -0.0415 -0.2564 -2.5012 -3.131 3.332 2.149 0.080
O -0.5832 0.4086 -3.4387 0.478 -0.838 0.546 -0.447
O 0.4560 -2.0262 -0.5142 -0.010 -0.661 0.815 -0.700
H -1.0174 0.5723 3.8449 0.832 -0.948 -0.825 0.192
H 0.3882 -1.6110 4.0374 0.128 0.110 -0.879 0.190
H -1.2968 1.5917 1.4885 0.365 -0.580 0.977 0.190
H 1.1387 -2.7123 1.8473 0.889 -0.877 0.267 0.196
H -0.3786 2.8241 -0.9122 -0.002 -0.594 -0.318 0.203
H -1.9547 2.1229 -0.6062 -0.325 0.028 0.299 0.202
H -1.2663 1.7613 -2.1705 0.376 0.636 0.571 0.269
H 1.6681 -0.7068 -3.4818 0.135 0.469 0.367 0.178
H 1.9571 0.5755 -2.1306 -1.408 -0.966 -0.900 0.180
H 1.5373 -1.1037 -1.7678 0.475 -0.544 0.401 0.267